106
Properties=species:S:1:pos:R:3 method="wB97M-V/def2-TZVPD" orbital_gap_ev="4.998 / 4.956" homo_energy_ev="-12.027 / -12.016" lumo_ev="-7.029 / -7.060" total_charge=+2 spin_multiplicity=1 e_tot_ev=-135365.405
Hf 0.597 0.667 0.073
Cl 7.320 6.970 -2.345
C 6.107 5.828 -1.897
C 6.283 4.487 -2.207
C 5.308 3.573 -1.841
C 4.159 3.993 -1.176
C 3.997 5.343 -0.878
C 4.970 6.264 -1.233
C 3.105 3.013 -0.790
C 3.428 2.073 0.202
C 4.680 1.963 0.868
C 4.645 0.844 1.644
C 3.346 0.264 1.519
C 2.818 -0.788 2.309
C 3.682 -1.920 2.696
C 3.227 -2.967 3.516
C 4.025 -4.048 3.826
C 5.302 -4.138 3.288
Cl 6.298 -5.485 3.666
C 5.754 -3.170 2.403
C 4.946 -2.092 2.102
C 1.456 -0.719 2.748
N 0.441 -0.169 1.999
C -0.717 -0.194 2.774
C -2.012 0.097 2.322
C -3.140 -0.232 3.238
C -3.888 0.785 3.821
C -4.940 0.482 4.672
C -5.244 -0.847 4.928
Cl -6.556 -1.232 5.981
C -4.504 -1.872 4.355
C -3.448 -1.561 3.514
C -2.342 0.625 1.073
C -3.646 0.760 0.521
C -3.526 1.329 -0.712
C -2.144 1.605 -0.935
N -1.432 1.124 0.150
C -1.578 2.336 -2.001
C -0.233 2.710 -2.085
C 0.316 3.695 -2.968
C 1.598 3.930 -2.588
C 1.892 3.080 -1.476
N 0.768 2.315 -1.205
C -2.488 2.822 -3.075
C -3.527 3.705 -2.791
C -4.358 4.164 -3.798
C -4.152 3.733 -5.101
Cl -5.188 4.298 -6.359
C -3.119 2.861 -5.407
C -2.289 2.414 -4.392
C -0.379 -0.699 4.054
C 0.946 -1.035 4.036
N 2.609 1.042 0.641
H 7.172 4.168 -2.730
H 5.439 2.527 -2.087
H 3.110 5.679 -0.357
H 4.853 7.312 -0.997
H 5.490 2.667 0.779
H 5.414 0.506 2.315
H 2.220 -2.978 3.897
H 3.655 -4.838 4.464
H 6.722 -3.279 1.935
H 5.302 -1.403 1.353
H -3.649 1.821 3.617
H -5.521 1.266 5.135
H -4.750 -2.901 4.579
H -2.850 -2.357 3.086
H -4.554 0.455 1.015
H -4.319 1.566 -1.400
H -0.227 4.180 -3.760
H 2.288 4.633 -3.022
H -3.676 4.056 -1.778
H -5.157 4.858 -3.582
H -2.967 2.544 -6.429
H -1.473 1.743 -4.634
H -1.061 -0.782 4.883
H 1.524 -1.392 4.869
C -4.774 -3.208 -1.155
C -4.215 -3.646 0.187
S -2.459 -3.464 0.320
O -2.129 -2.103 -0.063
O -2.048 -3.927 1.617
C -1.738 -4.606 -0.888
C -1.072 -4.020 -2.137
N -0.003 -3.057 -1.816
C -0.134 -1.734 -1.979
N 0.798 -1.079 -1.273
C 1.597 -2.042 -0.677
C 1.114 -3.251 -1.023
N 1.706 -4.528 -0.694
O 1.226 -5.515 -1.213
O 2.622 -4.494 0.091
C -1.145 -1.076 -2.839
H -5.857 -3.314 -1.147
H -4.398 -3.821 -1.975
H -4.536 -2.163 -1.353
H -4.435 -4.686 0.429
H -4.588 -3.028 1.009
H -2.524 -5.292 -1.205
H -1.030 -5.191 -0.307
H -1.785 -3.480 -2.754
H -0.647 -4.832 -2.723
H 2.467 -1.819 -0.080
H -1.130 -1.512 -3.839
H -0.899 -0.020 -2.933
H -2.142 -1.171 -2.413

110
Properties=species:S:1:pos:R:3 method="wB97M-V/def2-TZVPD" orbital_gap_ev="4.406 / 4.409" homo_energy_ev="-3.756 / -3.757" lumo_ev="0.650 / 0.652" total_charge=-1 spin_multiplicity=2 s_squared=0.8012 e_tot_ev=-159608.938
Ba -1.229 -0.507 0.460
C -7.029 3.520 1.145
C -7.108 3.017 2.488
C -5.963 2.451 3.000
C -4.822 2.297 2.206
C -3.620 1.520 2.350
N -2.904 1.485 1.147
C -3.507 2.329 0.306
N -3.055 2.695 -0.887
C -1.774 2.433 -1.392
C -1.318 3.186 -2.529
C -1.980 4.012 -3.416
C -1.303 4.495 -4.502
C 0.043 4.259 -4.653
C 0.812 3.498 -3.757
C 0.008 2.907 -2.688
C 0.314 1.946 -1.598
N 1.552 1.436 -1.198
C 1.754 1.211 0.207
N 1.564 -0.027 0.844
C 1.369 0.246 2.135
N 0.991 -0.800 3.034
C -0.250 -0.649 3.678
N -1.288 -0.091 3.014
C -2.177 0.326 3.919
N -3.406 1.029 3.586
C -1.888 -0.117 5.170
C -2.707 -0.160 6.324
C -2.202 -0.776 7.450
C -0.852 -1.155 7.414
C -0.042 -1.272 6.268
C -0.588 -0.696 5.112
C 1.500 1.643 2.431
C 1.336 2.325 3.650
C 1.511 3.681 3.544
C 1.926 4.361 2.321
C 2.052 3.629 1.153
C 1.800 2.259 1.197
N -0.798 1.606 -0.967
C -4.823 2.763 0.854
C -5.916 3.425 0.355
H -7.919 3.849 0.668
H -8.024 3.190 3.047
H -5.965 1.999 3.941
H -3.045 4.222 -3.308
H -1.766 5.166 -5.293
H 0.527 4.703 -5.545
H 1.881 3.220 -3.847
H -3.762 0.060 6.311
H -2.768 -0.954 8.393
H -0.437 -1.590 8.292
H 0.991 -1.639 6.425
H 1.113 1.950 4.626
H 1.380 4.252 4.500
H 2.007 5.427 2.304
H 2.350 4.166 0.275
H -6.058 3.708 -0.687
C -3.058 0.543 -4.091
C -1.742 -0.239 -4.081
C -1.764 -1.630 -3.477
C -2.853 -2.509 -3.665
C -2.821 -3.765 -3.068
C -1.700 -4.205 -2.383
C -0.593 -3.430 -2.242
C 0.613 -3.917 -1.532
C 0.381 -4.997 -0.385
C -0.649 -2.085 -2.696
N 0.307 -1.075 -2.317
C 1.352 -1.012 -3.040
C 2.489 -0.110 -2.917
C 3.779 -0.271 -3.401
C 4.563 0.789 -2.878
C 3.704 1.615 -2.152
N 2.456 1.105 -2.212
H -2.898 1.593 -4.351
H -3.639 0.490 -3.212
H -3.571 0.084 -4.977
H -0.870 0.325 -3.755
H -1.446 -0.428 -5.138
H -3.720 -2.178 -4.142
H -3.666 -4.405 -3.236
H -1.753 -5.194 -1.920
H 1.298 -3.114 -1.259
H 1.156 -4.468 -2.260
H -0.373 -4.801 0.365
H 1.268 -5.143 0.252
H 0.253 -5.981 -0.907
H 1.458 -1.753 -3.794
H 4.075 -1.053 -4.078
H 5.623 0.990 -3.011
H 3.874 2.500 -1.541
F 5.967 -3.712 -2.071
As 4.514 -4.436 -2.669
F 4.048 -4.938 -1.002
F 3.631 -2.946 -2.420
F 3.145 -5.159 -3.393
F 4.948 -3.809 -4.213
F 5.351 -5.948 -2.858
S 1.236 -2.421 2.442
C 2.962 -2.242 2.208
N 3.460 -2.477 0.975
C 4.760 -2.184 0.639
C 5.535 -1.565 1.562
C 5.133 -1.393 2.862
C 3.819 -1.800 3.227
H 2.771 -2.595 0.227
H 5.049 -2.393 -0.404
H 6.543 -1.344 1.345
H 5.677 -0.877 3.608
H 3.424 -1.501 4.161

103
Properties=species:S:1:pos:R:3 method="wB97M-V/def2-TZVPD" orbital_gap_ev=6.682 homo_energy_ev=-4.592 lumo_ev=2.091 total_charge=-1 spin_multiplicity=1 e_tot_ev=-242085.859
Pb 0.328 -0.858 -0.589
O 1.927 0.264 1.238
N 3.193 -0.030 1.484
C 3.837 0.792 2.355
C 5.137 0.597 2.709
C 5.811 -0.497 2.149
C 5.149 -1.321 1.284
C 3.794 -1.119 0.916
S 2.979 -2.178 -0.155
H 3.209 1.585 2.737
H 5.607 1.275 3.406
H 6.845 -0.694 2.401
H 5.637 -2.177 0.840
Br -5.105 -0.758 -1.997
C -4.057 -2.325 -1.806
C -4.705 -3.561 -1.928
C -4.037 -4.731 -1.720
Br -4.975 -6.376 -1.917
C -2.676 -4.712 -1.330
C -1.934 -5.861 -0.970
C -0.646 -5.740 -0.546
C -0.062 -4.460 -0.506
N -0.714 -3.382 -0.854
C -2.014 -3.466 -1.248
C -2.688 -2.188 -1.514
O -2.080 -1.084 -1.432
H -5.757 -3.577 -2.182
H -2.413 -6.830 -1.018
H -0.071 -6.605 -0.242
H 0.967 -4.322 -0.186
N 1.380 -0.127 -2.449
C 1.114 -0.173 -3.673
C -0.215 -0.588 -4.258
C -1.302 0.273 -4.224
C -2.535 -0.136 -4.710
C -2.693 -1.417 -5.220
C -1.613 -2.290 -5.240
C -0.376 -1.870 -4.770
C 2.187 0.133 -4.704
C 3.526 0.050 -4.336
C 4.524 0.289 -5.266
C 4.198 0.627 -6.577
C 2.865 0.725 -6.947
C 1.865 0.471 -6.014
H -1.180 1.264 -3.801
H -3.382 0.536 -4.664
H -3.661 -1.742 -5.580
H -1.736 -3.300 -5.612
H 0.473 -2.546 -4.787
H 3.749 -0.210 -3.307
H 5.564 0.209 -4.972
H 4.980 0.808 -7.304
H 2.600 0.994 -7.963
H 0.824 0.537 -6.306
C 1.334 3.135 5.693
C 0.590 3.795 4.723
C -0.147 3.065 3.802
C -0.164 1.665 3.831
C 0.582 1.021 4.823
C 1.327 1.748 5.743
Si -1.110 0.684 2.563
C -0.860 -1.171 2.871
C 0.320 -1.907 2.697
C 0.395 -3.254 3.022
C -0.706 -3.909 3.554
C -1.873 -3.198 3.777
C -1.948 -1.852 3.441
C -2.974 0.905 2.630
C -3.805 0.113 1.830
C -5.169 0.364 1.744
C -5.725 1.419 2.453
C -4.916 2.219 3.252
C -3.555 1.965 3.332
H 1.921 3.702 6.405
H 0.586 4.876 4.680
H -0.711 3.593 3.044
H 0.588 -0.062 4.874
H 1.902 1.229 6.500
H 1.186 -1.419 2.287
H 1.321 -3.787 2.844
H -0.655 -4.963 3.796
H -2.738 -3.685 4.208
H -2.872 -1.333 3.642
H -3.390 -0.700 1.243
H -5.789 -0.259 1.113
H -6.785 1.627 2.373
H -5.345 3.046 3.804
H -2.936 2.602 3.955
O 3.888 6.433 -0.198
C 2.541 6.588 -0.202
O 2.074 7.671 -0.423
C 1.719 5.365 0.068
C 0.358 5.434 -0.206
C -0.455 4.337 0.014
C 0.081 3.147 0.513
S -1.093 1.826 0.681
C 1.440 3.076 0.797
C 2.244 4.183 0.576
H 4.104 5.500 -0.078
H -0.049 6.359 -0.590
H -1.515 4.392 -0.200
H 1.846 2.146 1.167
H 3.294 4.091 0.838

177
Properties=species:S:1:pos:R:3 method="wB97M-V/def2-TZVPD" orbital_gap_ev=7.682 homo_energy_ev=-8.833 lumo_ev=-1.151 spin_multiplicity=1 e_tot_ev=-1043038.304
C 5.932 -2.927 5.624
C 6.571 -2.168 4.918
C 7.386 -1.061 4.228
C 7.723 0.150 5.168
C 6.732 1.369 5.027
C 5.372 0.959 4.413
C 5.093 1.349 3.034
C 3.846 0.927 2.431
C 2.883 0.138 3.176
C 3.186 -0.224 4.544
C 4.447 0.175 5.206
O 4.670 -0.252 6.509
C 4.688 0.823 7.473
C 3.905 2.116 7.065
C 1.545 -0.384 2.574
O 0.990 -1.276 3.170
C 1.077 0.238 1.263
C -0.253 0.111 0.710
I -1.797 -0.975 1.776
C -0.645 0.697 -0.584
C -2.097 0.456 -1.086
C -3.124 1.370 -0.336
O -2.685 2.295 0.287
O -4.504 1.198 -0.398
C -4.890 -0.076 -0.826
C -5.345 -1.154 0.197
O -4.878 -0.401 -1.987
C 0.298 1.485 -1.369
C -0.045 2.116 -2.730
C 0.964 1.626 -3.869
C 1.646 2.827 -4.628
S 3.478 2.590 -4.841
C 1.641 1.658 -0.790
O 2.512 2.447 -1.521
C 2.273 3.845 -1.292
C 2.566 4.334 0.166
N 1.295 4.410 0.921
C 1.570 5.040 2.229
C 0.790 4.205 3.319
C 0.893 4.926 4.715
O -0.585 4.060 2.979
C 2.030 1.041 0.469
C 3.486 1.249 0.960
O 4.391 1.621 0.248
H 5.578 -3.597 6.414
H 6.940 -0.770 3.252
H 8.360 -1.558 3.975
H 7.793 -0.253 6.207
H 8.766 0.467 4.916
H 6.657 1.891 6.005
H 7.221 2.092 4.326
H 5.834 1.933 2.451
H 2.476 -0.839 5.142
H 4.208 0.425 8.405
H 5.730 1.096 7.783
H 3.793 2.723 8.000
H 2.890 1.900 6.676
H 4.544 2.700 6.370
H -2.211 0.692 -2.170
H -2.344 -0.631 -1.001
H -5.685 -2.049 -0.358
H -6.130 -0.752 0.877
H -4.480 -1.446 0.842
H -1.060 1.847 -3.100
H -0.001 3.226 -2.735
H 0.474 0.923 -4.585
H 1.762 1.032 -3.360
H 1.535 3.780 -4.057
H 1.193 3.017 -5.619
H 3.885 2.030 -3.660
H 2.980 4.394 -1.966
H 1.254 4.199 -1.564
H 2.924 5.395 0.073
H 3.378 3.776 0.687
H 0.880 3.486 1.021
H 1.313 6.126 2.268
H 2.669 4.965 2.446
H 1.292 3.209 3.374
H 0.250 5.840 4.638
H 1.957 5.192 4.924
H 0.472 4.270 5.516
H -1.127 4.593 3.575
C 1.520 2.872 -9.416
Cl -0.039 3.703 -9.558
Cl 2.074 2.940 -7.734
Cl 1.335 1.181 -9.908
Cl 2.708 3.664 -10.463
C 1.403 -4.003 7.196
Cl 1.799 -5.626 6.605
Cl 0.664 -4.128 8.802
Cl 2.880 -3.037 7.288
Cl 0.276 -3.213 6.082
C 7.904 0.099 10.191
Cl 9.220 -0.478 11.226
Cl 8.338 1.675 9.504
Cl 7.631 -1.058 8.879
Cl 6.424 0.261 11.151
C 6.288 3.219 -8.273
Cl 5.697 1.575 -7.969
Cl 6.309 3.521 -10.020
Cl 5.218 4.391 -7.480
Cl 7.928 3.389 -7.626
C 7.424 -4.979 2.135
Cl 6.486 -5.201 0.641
Cl 7.723 -6.551 2.897
Cl 8.972 -4.205 1.748
Cl 6.503 -3.940 3.250
C -3.133 -2.515 -4.799
Cl -4.683 -1.660 -4.833
Cl -2.508 -2.554 -3.141
Cl -3.361 -4.172 -5.380
Cl -1.973 -1.678 -5.847
C -8.785 -0.258 -3.700
Cl -9.382 -1.906 -3.445
Cl -8.820 0.124 -5.431
Cl -9.821 0.884 -2.822
Cl -7.124 -0.132 -3.098
C 8.257 0.387 -4.708
Cl 6.704 1.226 -4.849
Cl 8.815 0.454 -3.027
Cl 8.061 -1.303 -5.199
Cl 9.450 1.171 -5.757
C -12.532 -4.292 -3.456
Cl -11.288 -4.649 -4.666
Cl -12.226 -5.246 -1.994
Cl -12.489 -2.568 -3.053
Cl -14.125 -4.708 -4.109
C -3.336 -6.157 -9.351
Cl -3.049 -4.671 -8.431
Cl -4.674 -5.903 -10.483
Cl -1.872 -6.586 -10.253
Cl -3.747 -7.469 -8.234
C 5.135 3.958 -14.027
Cl 6.709 4.425 -13.359
Cl 4.058 5.368 -14.034
Cl 5.349 3.365 -15.682
Cl 4.425 2.680 -13.030
C 2.782 3.936 -18.672
Cl 3.185 4.695 -17.124
Cl 1.624 4.950 -19.551
Cl 4.257 3.751 -19.638
Cl 2.067 2.342 -18.378
C -4.558 -1.857 5.184
Cl -2.982 -1.417 5.861
Cl -5.624 -0.445 5.183
Cl -4.370 -2.430 3.513
Cl -5.271 -3.142 6.168
C -7.898 -6.479 6.141
Cl -9.369 -5.904 5.345
Cl -7.513 -5.426 7.514
Cl -8.147 -8.135 6.717
Cl -6.556 -6.452 4.983
C -10.787 -7.889 2.047
Cl -10.777 -9.660 2.034
Cl -10.876 -7.287 0.382
Cl -12.193 -7.313 2.960
Cl -9.307 -7.294 2.814
C -5.291 3.729 5.625
Cl -4.037 3.306 4.448
Cl -5.038 2.806 7.117
Cl -5.209 5.464 5.982
Cl -6.884 3.337 4.953
C -9.310 0.310 3.017
Cl -7.803 -0.615 3.096
Cl -10.139 -0.023 1.486
Cl -10.354 -0.156 4.368
Cl -8.926 2.035 3.120
C -10.595 -2.636 7.626
Cl -11.410 -2.996 6.092
Cl -10.313 -4.143 8.512
Cl -9.042 -1.845 7.303
Cl -11.616 -1.560 8.594
C 3.311 -3.105 -1.661
Cl 2.634 -4.730 -1.460
Cl 3.220 -2.633 -3.367
Cl 2.385 -1.953 -0.680
Cl 5.002 -3.102 -1.135